Model a:
Formula: C2H3N3O
Source: OMol25
Level of theory: wB97M-V/def2-TZVPD

Each line ends with the Löwdin charge.
CARTESIAN COORDINATES (ANGSTROEM)
N  -0.920  0.842  -1.267  0.087
C  -0.427  1.000  -0.021  -0.365
C  0.736  -1.250  0.071  0.050
O  1.106  -0.906  1.233  -0.279
N  1.086  -0.071  2.116  0.159
N  -0.101  1.391  1.035  0.122
H  -1.788  1.332  -1.444  0.103
H  -0.901  -0.118  -1.575  0.073
H  1.210  -2.220  -0.148  0.049

- HOMO level (spin up / spin down): -8.9 / -8.9 eV
- Net charge: 0

=====

Model b:
Formula: C2H3N3O
Source: OMol25
Level of theory: wB97M-V/def2-TZVPD

Each line ends with the Löwdin charge.
CARTESIAN COORDINATES (ANGSTROEM)
O  1.241  -0.427  -1.495  0.125
C  0.389  -0.042  -0.556  -0.557
N  -0.481  0.937  -0.596  0.139
C  -1.233  0.651  0.510  -0.222
N  -0.855  -0.378  1.232  0.012
N  0.324  -0.805  0.618  0.030
H  1.592  -1.297  -1.231  0.136
H  -2.069  1.274  0.810  0.110
H  1.092  0.086  0.708  0.227

- HOMO level: -10.3 eV
- SMILES string: Oc1ncn[nH]1
- Net charge: 0

=====

Last place for stability: model a

=====

Model a:
Formula: C2H4N2S
Source: OMol25
Level of theory: wB97M-V/def2-TZVPD

Each line ends with the Löwdin charge.
CARTESIAN COORDINATES (ANGSTROEM)
C  0.158  1.229  0.190  -0.348
C  0.372  -0.099  0.683  -0.567
N  -0.177  2.290  -0.133  0.157
N  -1.136  -0.905  -0.410  0.010
S  1.885  -0.830  0.202  0.806
H  0.139  -0.442  1.662  0.064
H  -1.080  -0.435  -1.313  -0.003
H  -1.812  -0.224  0.126  0.052
H  1.650  -0.584  -1.006  -0.171

- HOMO level: -9.7 eV
- Net charge: 0

=====

Model b:
Formula: C2H4N2S
Source: OMol25
Level of theory: wB97M-V/def2-TZVPD

Each line ends with the Löwdin charge.
CARTESIAN COORDINATES (ANGSTROEM)
C  0.409  0.412  0.366  -0.382
C  -0.870  -0.216  0.347  -0.574
N  1.014  -0.072  -0.848  0.045
N  -0.890  -0.731  -0.999  -0.340
S  -0.786  -2.025  -0.010  0.880
H  0.443  1.527  0.376  0.127
H  0.948  0.062  1.236  0.098
H  -1.654  0.323  0.860  0.109
H  1.387  0.720  -1.328  0.039

- HOMO level (spin up / spin down): -9.1 / -8.4 eV
- Net charge: 0

=====

Last place for stability: model b

=====

Model a:
Formula: C2H4N2S
Source: OMol25
Level of theory: wB97M-V/def2-TZVPD

Each line ends with the Löwdin charge.
CARTESIAN COORDINATES (ANGSTROEM)
C  3.851  -0.215  -0.279  -0.372
C  0.034  -0.226  -0.271  -0.150
N  4.461  -1.162  -0.428  -0.108
N  0.673  0.713  0.648  -0.549
S  1.872  1.665  0.131  0.810
H  0.085  -1.211  0.243  0.109
H  -0.970  0.002  -0.589  0.082
H  0.535  -0.302  -1.154  0.032
H  0.505  0.567  1.716  0.147

- HOMO level (spin up / spin down): -9.9 / -9.9 eV
- Net charge: 0

=====

Model b:
Formula: C2H4N2S
Source: OMol25
Level of theory: wB97M-V/def2-TZVPD

Each line ends with the Löwdin charge.
CARTESIAN COORDINATES (ANGSTROEM)
H  2.218  -1.719  -1.196  0.021
N  2.210  -1.452  -0.247  0.113
C  1.210  -0.743  0.026  -0.290
N  0.201  -0.338  -0.870  -0.042
C  -0.896  0.414  -0.546  -0.726
S  -1.300  1.044  0.900  0.627
H  1.048  -0.394  1.023  0.080
H  0.304  -0.669  -1.834  0.146
H  -1.533  0.585  -1.444  0.072

- HOMO level: -8.9 eV
- SMILES string: [H]/N=C\NC=S
- Net charge: 0

=====

Last place for stability: model a

=====

Model a:
Formula: C10H13N2O
Source: OMol25
Level of theory: wB97M-V/def2-TZVPD

Each line ends with the Löwdin charge.
CARTESIAN COORDINATES (ANGSTROEM)
C  1.644  1.368  1.676  0.117
C  1.152  1.212  0.430  -0.322
O  1.573  2.034  -0.691  0.001
C  -0.033  0.361  0.197  -0.128
C  -1.310  0.885  0.112  0.022
C  -2.428  0.153  -0.143  -0.277
C  -3.792  0.676  -0.283  -0.040
C  -2.280  -1.251  -0.080  0.017
C  -0.982  -1.840  0.118  0.020
C  0.190  -1.061  0.131  -0.138
N  1.528  -1.653  0.055  0.123
C  2.726  -1.359  -0.518  -0.129
N  2.919  -0.338  -1.274  0.182
H  2.393  2.066  1.977  0.071
H  1.152  0.749  2.426  0.093
H  2.170  2.711  -0.388  0.107
H  -1.391  1.929  0.172  0.128
H  -3.855  1.266  -1.243  0.117
H  -4.523  -0.225  -0.297  0.113
H  -4.215  1.242  0.486  0.064
H  -3.242  -1.745  -0.315  0.121
H  -0.852  -2.900  0.182  0.105
H  1.669  -2.431  0.709  0.163
H  3.539  -2.049  -0.319  0.162
H  2.410  0.595  -1.257  0.112
H  3.839  -0.397  -1.861  0.195

- HOMO level: -12.5 eV
- SMILES string: C=C(O)c1cc(C)ccc1NC=[NH2+]
- Net charge: +1

=====

Model b:
Formula: C10H13N2O
Source: OMol25
Level of theory: wB97M-V/def2-TZVPD

Each line ends with the Löwdin charge.
CARTESIAN COORDINATES (ANGSTROEM)
C  -1.583  -1.374  -2.745  -0.007
C  -0.768  -2.114  -1.954  -0.026
C  -2.212  -0.248  -2.196  -0.040
C  -0.470  -1.620  -0.708  0.017
C  -1.806  0.271  -1.011  -0.001
C  -0.875  -0.375  -0.202  -0.165
C  1.047  -0.401  1.361  -0.106
C  2.246  0.317  0.764  -0.155
C  -0.170  0.262  0.847  -0.097
C  -0.636  1.512  1.478  0.044
N  2.326  0.426  -0.657  -0.002
N  1.591  1.366  -1.069  -0.130
O  1.579  1.646  -2.251  0.003
H  -1.914  -1.603  -3.804  0.155
H  -0.510  -3.088  -2.253  0.116
H  -3.036  0.307  -2.779  0.158
H  0.003  -2.227  -0.001  0.104
H  -2.265  1.226  -0.876  0.124
H  1.174  -1.411  1.171  0.094
H  1.147  -0.189  2.414  0.145
H  2.040  1.316  1.143  0.110
H  3.197  -0.013  1.230  0.155
H  -1.192  1.154  2.300  0.120
H  -1.357  1.996  0.906  0.073
H  0.268  2.072  1.687  0.111
H  2.790  -0.286  -1.269  0.198

- HOMO level (spin up / spin down): -12.8 / -12.8 eV
- Net charge: +1

=====

Last place for stability: model b

=====

Model a:
Formula: C6H11N
Source: OMol25
Level of theory: wB97M-V/def2-TZVPD

Each line ends with the Löwdin spin population.
CARTESIAN COORDINATES (ANGSTROEM)
C  -1.021  0.219  2.264  0.388
N  0.362  -0.094  1.906  0.027
C  0.702  -0.545  0.667  0.049
C  1.764  -1.374  0.473  0.047
C  -0.621  1.004  -2.628  0.065
C  0.250  0.612  -1.473  0.034
C  -0.136  -0.189  -0.496  0.038
H  -1.688  -0.452  1.700  0.056
H  -1.226  1.239  1.889  0.051
H  -1.255  0.144  3.313  0.100
H  0.941  -0.437  2.679  0.057
H  2.012  -1.716  -0.517  0.003
H  2.277  -2.003  1.181  0.015
H  -0.178  1.751  -3.295  0.008
H  -0.808  0.219  -3.367  0.005
H  -1.595  1.327  -2.259  0.024
H  1.320  0.956  -1.457  0.004
H  -1.100  -0.662  -0.582  0.030

- Spin multiplicity: 2
- HOMO level (spin up / spin down): 1.4 / -4.1 eV
- Net charge: -1

=====

Model b:
Formula: C6H11N
Source: OMol25
Level of theory: wB97M-V/def2-TZVPD

Each line ends with the Löwdin spin population.
CARTESIAN COORDINATES (ANGSTROEM)
C  2.382  -0.545  -0.036  0.010
C  1.478  0.644  0.278  0.011
N  -1.674  0.084  -1.769  0.055
C  -0.521  0.671  -1.208  0.118
C  0.017  0.302  -0.004  0.047
C  -0.671  -0.723  0.804  0.260
C  -1.236  -0.427  2.036  0.341
H  2.145  -1.432  0.548  0.003
H  2.465  -0.772  -1.106  0.002
H  3.436  -0.304  0.194  0.002
H  1.629  0.846  1.337  0.003
H  1.691  1.486  -0.381  0.003
H  -2.195  0.736  -2.353  0.013
H  -2.302  -0.225  -1.021  0.008
H  -0.085  1.485  -1.783  0.014
H  -1.062  -1.639  0.316  0.026
H  -1.446  -1.265  2.715  0.043
H  -1.217  0.599  2.393  0.040

- Spin multiplicity: 2
- HOMO level (spin up / spin down): 1.0 / -2.6 eV
- Net charge: -1

=====

Last place for stability: model a

=====

Model a:
Formula: C2H9NO
Source: OMol25
Level of theory: wB97M-V/def2-TZVPD

Each line ends with the Löwdin spin population.
CARTESIAN COORDINATES (ANGSTROEM)
C  -1.012  0.206  -2.031  0.082
N  0.533  -1.246  2.825  0.115
H  -0.098  -0.219  -2.443  0.019
H  -1.496  -0.619  -1.475  0.053
H  -1.729  0.629  -2.723  0.007
H  1.507  -0.951  2.813  0.001
H  0.008  -0.614  2.231  -0.004
H  0.465  -2.171  2.411  0.001
C  0.423  1.004  -0.295  0.083
O  -0.693  1.191  -1.104  0.568
H  0.562  1.906  0.293  0.002
H  0.231  0.155  0.383  0.046
H  1.299  0.728  -0.886  0.027

- Spin multiplicity: 2
- HOMO level (spin up / spin down): -14.5 / -13.7 eV
- Net charge: +1

=====

Model b:
Formula: C2H9NO
Source: OMol25
Level of theory: wB97M-V/def2-TZVPD

Each line ends with the Löwdin spin population.
CARTESIAN COORDINATES (ANGSTROEM)
N  0.757  2.317  -0.352  0.569
H  0.759  2.605  -1.332  0.013
H  2.933  -1.264  -0.243  0.000
H  -0.146  2.122  0.071  0.005
H  1.487  1.667  -0.049  0.014
C  -1.146  -0.351  -0.078  0.024
O  -1.105  0.896  0.416  0.367
C  -1.149  -1.436  0.851  -0.005
H  -0.376  -0.631  -0.842  0.009
H  -2.120  -0.479  -0.642  0.004
H  -1.442  -1.162  1.865  0.000
H  -0.899  -2.449  0.556  0.000
H  2.448  -1.836  -0.221  0.000

- Spin multiplicity: 2
- HOMO level (spin up / spin down): -15.3 / -14.2 eV
- Net charge: +1

=====

Last place for stability: model b